One molecule with the formula C2H2O2 in a non-equilibrium geometry. Source: OMol25; level of theory: ωB97M-V/def2-TZVPD.

## Properties
Gap between HOMO and LUMO: 9.140 eV
Charge: 0
E_LUMO: -0.948 eV
Energy: -6199.710 eV
Highest occupied orbital energy: -10.09 eV

```
6
Properties=species:S:1:pos:R:3:nbo_charge:R:1
O 1.4462 -1.0217 -0.0390 -0.44
C 0.7797 -0.0214 -0.0230 0.32
C -0.7872 -0.0472 -0.0832 0.35
O -1.4917 -0.9946 0.0181 -0.43
H 1.2146 1.0192 0.2263 0.11
H -1.1616 1.0655 -0.0991 0.09
```


One molecule with the formula C2H2O2 in a non-equilibrium geometry. Source: OMol25; level of theory: ωB97M-V/def2-TZVPD.

## Properties
Gap between HOMO and LUMO: 8.904 eV
Charge: 0
E_LUMO: -1.192 eV
Energy: -6198.893 eV
Highest occupied orbital energy: -10.10 eV

```
6
Properties=species:S:1:pos:R:3:nbo_charge:R:1
O -1.4740 -1.0089 0.0421 -0.43
C -0.8217 0.0194 -0.1368 0.34
C 0.7291 0.0350 0.0357 0.28
O 1.2360 -1.1072 -0.0667 -0.44
H -0.9578 1.1709 -0.0942 0.11
H 1.2884 0.8908 0.2200 0.14
```


A 2-piece molecular cluster, C2H2O2P overall in a non-equilibrium geometry. Source: OMol25; level of theory: ωB97M-V/def2-TZVPD.

## Properties
Gap between HOMO and LUMO: 6.298 eV
Charge: -1
E_LUMO: 2.643 eV
Energy: -15488.863 eV
Highest occupied orbital energy: -3.66 eV

```
7
Properties=species:S:1:pos:R:3:nbo_charge:R:1
P 3.3029 0.9661 -0.1529 1.48
O 3.1571 -0.5232 -0.0715 -1.02
O 1.8865 1.6994 -0.2786 -1.05
C -2.2106 -0.7099 0.1335 -0.37
C -1.7856 0.3959 0.5049 -0.80
H 1.0059 1.1968 -0.0951 0.56
H -1.8395 1.3693 0.9807 0.18
```


An isolated ion of composition C2H2O2P and charge -1 in a non-equilibrium geometry. Source: OMol25; level of theory: ωB97M-V/def2-TZVPD.

## Properties
Gap between HOMO and LUMO: 9.180 eV
Charge: -1
E_LUMO: 4.327 eV
Energy: -15490.741 eV
Highest occupied orbital energy: -4.85 eV

```
7
Properties=species:S:1:pos:R:3:nbo_charge:R:1
C 1.6036 1.1718 0.3065 -0.35
C 0.8075 0.3060 -0.0701 -0.34
P -0.8380 -0.7384 -0.1750 1.96
O -1.7042 0.0167 -1.1219 -1.15
O -1.3405 -0.7582 1.2572 -1.16
H 2.0847 2.1249 0.3757 0.21
H -0.6131 -2.1227 -0.5724 -0.16
```